C7H12 | ωB97M-V/def2-TZVPD

Atoms and positions in Å:
C (-1.246, -0.061, 2.147)
C (-1.302, -0.075, 0.621)
C (-0.098, 0.603, -0.019)
C (1.307, -0.035, 0.145)
C (1.523, 0.004, -1.380)
C (0.068, -0.768, -2.246)
C (0.046, 0.510, -1.560)
H (-2.121, -0.556, 2.582)
H (-1.217, 0.966, 2.533)
H (-0.353, -0.580, 2.516)
H (-1.370, -1.112, 0.266)
H (-2.215, 0.429, 0.278)
H (-0.064, 1.653, 0.301)
H (1.316, -1.050, 0.559)
H (2.016, 0.575, 0.711)
H (2.285, 0.635, -1.836)
H (1.644, -0.970, -1.950)
H (-0.097, -1.571, -1.500)
H (-0.123, 1.400, -2.168)

## Properties
strongest force on any atom	0.007	hartree/bohr
HOMO	-8.25	eV
Kohn-Sham gap	9.326	eV
E	-273.75543	Eh
spin multiplicity	1



C9H13Cl2NOS | ωB97M-V/def2-TZVPD

Atoms and positions in Å:
C (3.959, -0.298, -1.523)
C (2.672, 0.124, -1.416)
C (-1.730, -0.489, 0.335)
C (-1.402, 1.006, 0.197)
C (-0.682, -1.203, 1.193)
C (-0.081, 1.345, -0.332)
C (0.706, -1.014, 0.590)
C (0.982, 0.505, 0.411)
C (4.841, -0.218, -0.317)
N (2.311, 0.716, -0.264)
O (4.033, 1.564, 1.704)
S (3.698, 0.314, 1.142)
Cl (6.323, 0.889, -0.449)
Cl (5.257, -1.860, 0.194)
H (4.339, -0.559, -2.489)
H (2.184, 0.084, -2.344)
H (-2.626, -0.481, 0.923)
H (-1.809, -0.686, -0.694)
H (-2.211, 1.406, -0.574)
H (-1.510, 1.632, 1.045)
H (-0.720, -0.658, 2.148)
H (-0.818, -2.208, 1.331)
H (-0.087, 1.061, -1.427)
H (0.092, 2.355, -0.234)
H (1.522, -1.396, 1.187)
H (0.707, -1.547, -0.378)
H (1.211, 1.090, 1.301)

## Properties
strongest force on any atom	0.086	hartree/bohr
HOMO	-8.46	eV
Kohn-Sham gap	8.702	eV
E	-1799.19219	Eh
spin multiplicity	1



C6H16S2 | ωB97M-V/def2-TZVPD

Atoms and positions in Å:
C (0.013, -2.910, 0.138)
C (1.266, -3.603, 0.670)
S (2.604, -2.508, 1.150)
C (3.742, -3.707, 1.744)
H (-0.311, -2.180, 0.899)
H (-0.818, -3.609, -0.056)
H (0.241, -2.367, -0.795)
H (1.619, -4.238, -0.165)
H (1.055, -4.267, 1.531)
H (4.690, -3.294, 2.129)
H (3.973, -4.428, 0.942)
H (3.233, -4.242, 2.562)
C (-0.147, 3.545, 0.305)
C (-1.037, 3.460, -0.919)
S (-2.795, 3.355, -0.386)
C (-3.824, 3.307, -1.909)
H (0.870, 3.896, 0.063)
H (-0.072, 2.559, 0.793)
H (-0.604, 4.255, 1.016)
H (-0.638, 2.705, -1.624)
H (-0.959, 4.451, -1.407)
H (-3.692, 2.305, -2.351)
H (-3.519, 4.063, -2.652)
H (-4.893, 3.452, -1.678)

## Properties
strongest force on any atom	0.033	hartree/bohr
HOMO	-8.40	eV
Kohn-Sham gap	9.259	eV
SMILES	CCSC.CCSC
E	-1034.54637	Eh
spin multiplicity	1



C4HO3 | ωB97M-V/def2-TZVPD

Atoms and positions in Å:
C (-0.107, -1.580, -1.003)
C (0.374, -0.499, -0.956)
C (0.536, 0.806, -0.415)
O (1.127, 1.773, -0.788)
C (-0.299, 0.694, 1.049)
O (0.448, 1.075, 1.952)
O (-1.434, 0.204, 1.076)
H (-0.645, -2.474, -0.915)

## Properties
strongest force on any atom	0.057	hartree/bohr
charge	-1
HOMO	-3.87	eV
Kohn-Sham gap	8.002	eV
SMILES	C#CC(=O)C(=O)[O-]
E	-378.72088	Eh
spin multiplicity	1



C32H26NO4S2Y | ωB97M-V/def2-TZVPD

Atoms and positions in Å:
Y (0.357, 0.217, -0.596)
O (-0.894, -0.232, 1.829)
C (-1.153, 1.105, 2.226)
C (0.169, 1.821, 2.325)
C (0.747, 2.149, 3.529)
C (2.004, 2.759, 3.545)
C (2.615, 3.006, 2.308)
C (1.976, 2.631, 1.153)
N (0.766, 2.035, 1.124)
H (-1.529, -0.485, 1.128)
H (-1.674, 1.104, 3.197)
H (-1.780, 1.612, 1.479)
H (0.222, 1.923, 4.448)
H (2.487, 3.019, 4.475)
H (3.585, 3.481, 2.259)
H (2.419, 2.819, 0.183)
O (-3.614, 0.767, -2.013)
C (-2.883, -0.017, -1.405)
O (-1.936, 0.361, -0.626)
C (-3.147, -1.503, -1.527)
C (-4.380, -1.849, -2.072)
C (-4.778, -3.160, -2.235)
C (-3.906, -4.178, -1.864)
C (-2.674, -3.860, -1.347)
C (-2.257, -2.531, -1.152)
S (-0.677, -2.353, -0.451)
H (-5.026, -1.034, -2.370)
H (-5.749, -3.388, -2.658)
H (-4.191, -5.218, -1.988)
H (-1.969, -4.632, -1.073)
O (2.289, -0.771, 0.594)
S (2.442, -2.000, -0.272)
C (4.199, -2.393, -0.288)
C (4.493, -3.690, -0.708)
C (5.796, -4.100, -0.865)
C (6.835, -3.201, -0.629)
C (6.547, -1.907, -0.225)
C (5.239, -1.498, -0.047)
C (2.397, -1.452, -1.935)
C (2.953, -0.097, -2.337)
C (3.447, -0.205, -3.755)
C (3.002, -1.132, -4.625)
C (2.198, -2.224, -4.216)
C (2.000, -2.400, -2.867)
H (3.665, -4.352, -0.918)
H (6.019, -5.115, -1.173)
H (7.861, -3.508, -0.777)
H (7.357, -1.211, -0.041)
H (5.003, -0.502, 0.289)
H (3.801, 0.173, -1.673)
H (4.187, 0.512, -4.083)
H (3.329, -1.093, -5.662)
H (1.855, -2.948, -4.939)
H (1.541, -3.307, -2.489)
C (1.824, 0.954, -2.130)
C (1.948, 2.244, -2.663)
C (3.144, 2.837, -3.183)
C (3.160, 4.074, -3.770)
C (2.008, 4.853, -3.860)
C (0.834, 4.347, -3.297)
C (0.803, 3.111, -2.712)
H (4.077, 2.304, -3.076)
H (4.096, 4.461, -4.164)
H (2.022, 5.825, -4.338)
H (-0.064, 4.955, -3.322)
H (-0.133, 2.731, -2.295)

## Properties
strongest force on any atom	0.051	hartree/bohr
charge	-2
HOMO	0.69	eV
Kohn-Sham gap	3.488	eV
E	-2425.44932	Eh
spin multiplicity	1



C21H23ClN2S2W | ωB97M-V/def2-TZVPD

Atoms and positions in Å:
W (-1.211, 0.294, 0.404)
C (-0.341, 1.189, 3.786)
C (-1.035, -0.103, 3.529)
N (-1.378, -0.574, 2.328)
C (-2.013, -1.818, 2.412)
C (-2.171, -2.258, 3.673)
S (-1.450, -1.157, 4.764)
C (-2.353, -2.425, 1.130)
C (-2.931, -3.605, 0.834)
S (-2.934, -3.826, -0.857)
C (-2.265, -2.295, -1.112)
N (-1.987, -1.671, 0.021)
C (-2.014, -1.765, -2.482)
H (0.360, 1.409, 2.983)
H (0.213, 1.148, 4.721)
H (-1.069, 2.000, 3.861)
H (-2.624, -3.175, 4.014)
H (-3.303, -4.361, 1.506)
H (-1.801, -2.576, -3.176)
H (-1.158, -1.091, -2.474)
H (-2.895, -1.235, -2.847)
C (4.077, 0.227, -0.646)
C (3.020, -0.639, -1.355)
C (3.008, -0.318, -2.860)
C (3.309, -2.131, -1.134)
C (1.698, -0.320, -0.803)
C (0.595, -0.055, -0.341)
H (5.057, -0.010, -1.061)
H (4.102, 0.027, 0.425)
H (3.889, 1.291, -0.800)
H (3.997, -0.531, -3.267)
H (2.787, 0.735, -3.045)
H (2.281, -0.932, -3.394)
H (4.293, -2.364, -1.542)
H (2.572, -2.755, -1.641)
H (3.311, -2.382, -0.073)
Cl (2.227, 4.412, 0.300)
C (0.737, 3.636, -0.038)
C (-0.155, 3.381, 0.988)
C (-1.351, 2.707, 0.716)
C (-1.671, 2.304, -0.605)
C (-2.710, 1.279, -0.755)
C (-0.733, 2.578, -1.614)
C (0.434, 3.266, -1.345)
H (0.066, 3.729, 1.988)
H (-2.115, 2.672, 1.490)
H (-2.992, 0.959, -1.750)
H (-3.572, 1.407, -0.095)
H (-0.933, 2.234, -2.621)
H (1.133, 3.490, -2.140)

## Properties
strongest force on any atom	0.012	hartree/bohr
charge	+2
HOMO (spin up / spin down)	-14.08 / -14.87	eV
Kohn-Sham gap (spin up / spin down)	6.608 / 7.484	eV
expectation value of S²	2.026
E	-2246.58248	Eh
spin multiplicity	3



C33H35AsMnN6O2PS | ωB97M-V/def2-TZVPD

Atoms and positions in Å:
Mn (-0.904, 0.957, 0.174)
S (-0.779, 0.358, 2.415)
C (0.876, 0.581, 2.997)
C (1.124, 0.688, 4.366)
C (2.409, 0.910, 4.831)
C (3.471, 1.030, 3.944)
C (3.237, 0.908, 2.583)
C (1.951, 0.670, 2.113)
As (1.507, 0.414, 0.250)
C (1.942, -1.471, -0.010)
C (1.850, -1.981, -1.304)
C (2.144, -3.314, -1.558)
C (2.521, -4.153, -0.515)
C (2.612, -3.650, 0.775)
C (2.329, -2.312, 1.027)
C (3.056, 1.158, -0.667)
C (4.230, 0.415, -0.788)
C (5.344, 0.956, -1.410)
C (5.298, 2.245, -1.921)
C (4.137, 2.992, -1.803)
C (3.022, 2.452, -1.177)
H (0.297, 0.613, 5.060)
H (2.581, 1.002, 5.896)
H (4.471, 1.217, 4.310)
H (4.060, 0.995, 1.883)
H (1.583, -1.319, -2.124)
H (2.107, -3.693, -2.573)
H (2.761, -5.189, -0.711)
H (2.916, -4.297, 1.587)
H (2.412, -1.923, 2.035)
H (4.277, -0.595, -0.399)
H (6.249, 0.369, -1.497)
H (6.167, 2.666, -2.409)
H (4.095, 3.998, -2.199)
H (2.129, 3.054, -1.089)
O (-0.973, 2.265, -3.666)
C (-0.912, 2.094, -2.466)
O (-1.272, 1.029, -1.822)
C (-0.432, 3.211, -1.549)
C (-0.114, 4.471, -2.022)
C (0.298, 5.435, -1.116)
C (0.381, 5.106, 0.229)
C (0.049, 3.822, 0.626)
N (-0.346, 2.895, -0.248)
H (-0.194, 4.657, -3.084)
H (0.553, 6.431, -1.452)
H (0.699, 5.829, 0.966)
H (0.111, 3.504, 1.661)
C (-1.891, -4.378, -1.001)
N (-2.537, -3.291, -1.877)
C (-3.968, -3.069, -1.366)
N (-3.977, -2.752, 0.015)
C (-3.335, -3.813, 0.785)
N (-1.955, -4.031, 0.371)
C (-1.068, -2.911, 0.710)
P (-1.569, -1.343, -0.134)
C (-1.732, -2.025, -1.852)
C (-3.374, -1.441, 0.288)
H (-0.859, -4.484, -1.338)
H (-2.455, -5.291, -1.199)
H (-2.586, -3.634, -2.837)
H (-4.500, -4.003, -1.556)
H (-4.395, -2.263, -1.965)
H (-3.895, -4.740, 0.644)
H (-3.352, -3.547, 1.840)
H (-0.049, -3.179, 0.443)
H (-1.091, -2.733, 1.787)
H (-0.750, -2.249, -2.266)
H (-2.211, -1.278, -2.487)
H (-3.915, -0.675, -0.270)
H (-3.483, -1.206, 1.350)
N (-3.592, 1.972, -0.640)
C (-4.701, 2.633, -0.262)
C (-4.664, 2.720, 1.109)
C (-3.476, 2.074, 1.483)
N (-2.837, 1.614, 0.410)
H (-3.264, 1.719, -1.563)
H (-5.413, 2.988, -0.985)
H (-5.385, 3.192, 1.751)
H (-3.050, 1.921, 2.460)

## Properties
strongest force on any atom	0.023	hartree/bohr
charge	+1
HOMO (spin up / spin down)	-9.52 / -9.64	eV
Kohn-Sham gap (spin up / spin down)	6.997 / 7.117	eV
expectation value of S²	0.768
E	-5883.69350	Eh
spin multiplicity	2



C2H6N2O | ωB97M-V/def2-TZVPD

Atoms and positions in Å:
H (2.584, -0.968, -0.013)
N (1.629, -0.844, -0.351)
C (1.353, 0.386, -0.063)
N (0.037, 0.937, -0.160)
O (-0.810, 0.102, -0.853)
C (-1.564, -0.482, 0.144)
H (1.957, 1.116, 0.451)
H (-0.119, 1.963, -0.248)
H (-2.456, 0.266, 0.555)
H (-0.728, -0.869, 1.016)
H (-1.883, -1.608, -0.478)

## Properties
strongest force on any atom	0.085	hartree/bohr
HOMO	-9.41	eV
Kohn-Sham gap	10.288	eV
SMILES	[H]/N=C/NOC
E	-264.40726	Eh
spin multiplicity	1



C2H10NS2 | ωB97M-V/def2-TZVPD

Atoms and positions in Å:
C (-1.189, -0.595, 1.378)
N (-2.308, -1.458, 1.715)
H (-1.598, 0.238, 0.808)
H (-0.772, -0.264, 2.351)
H (-0.399, -1.143, 0.858)
H (-2.705, -1.946, 0.863)
H (-3.058, -0.930, 2.143)
H (-2.040, -2.157, 2.385)
C (1.283, 1.126, -1.073)
S (1.729, 1.998, -2.637)
S (3.105, 0.833, -3.573)
H (0.623, 0.285, -1.202)
H (0.870, 1.886, -0.362)
H (2.272, 0.781, -0.667)
H (4.189, 1.344, -2.986)

## Properties
strongest force on any atom	0.047	hartree/bohr
charge	+2
HOMO (spin up / spin down)	-17.93 / -17.84	eV
Kohn-Sham gap (spin up / spin down)	10.728 / 6.327	eV
expectation value of S²	0.754
E	-932.62518	Eh
spin multiplicity	2



C18H63FN25O13P | ωB97M-V/def2-TZVPD

Atoms and positions in Å:
C (-0.639, -3.572, -0.647)
O (-0.881, -2.245, -1.128)
C (0.269, -1.410, -1.018)
P (0.221, -0.446, 0.627)
C (1.562, 0.858, 0.436)
N (1.679, 1.485, -0.905)
C (-1.480, 0.319, 0.809)
C (-2.107, 0.877, -0.510)
C (-3.670, 0.732, -0.458)
F (-1.877, 2.305, -0.546)
H (-0.948, -4.276, -1.460)
H (0.407, -3.762, -0.328)
H (-1.280, -3.722, 0.260)
H (1.239, -1.955, -1.005)
H (0.221, -0.646, -1.830)
H (1.516, 1.658, 1.213)
H (2.534, 0.330, 0.613)
H (0.777, 1.715, -1.311)
H (2.251, 0.934, -1.538)
H (-1.555, 1.101, 1.594)
H (-2.161, -0.524, 1.144)
H (-1.770, 0.372, -1.435)
H (-4.157, 1.244, -1.327)
H (-3.986, -0.336, -0.524)
H (-4.091, 1.219, 0.451)
C (1.593, 5.983, 0.179)
O (1.481, 7.130, -0.256)
N (1.933, 5.722, 1.465)
N (1.384, 4.888, -0.594)
H (2.026, 4.798, 1.840)
H (2.092, 6.509, 2.067)
H (1.130, 5.047, -1.552)
H (1.469, 3.941, -0.264)
C (3.199, -3.977, 0.924)
O (3.136, -2.838, 0.475)
N (3.517, -4.244, 2.212)
N (2.944, -5.076, 0.153)
H (3.567, -5.171, 2.589)
H (3.712, -3.458, 2.817)
H (2.704, -4.917, -0.808)
H (2.985, -6.018, 0.495)
C (4.911, 2.305, -3.150)
O (4.708, 1.101, -3.070)
N (3.907, 3.220, -3.093)
N (6.161, 2.829, -3.301)
H (4.049, 4.210, -3.153)
H (2.974, 2.867, -2.980)
H (6.925, 2.181, -3.348)
H (6.350, 3.810, -3.367)
C (-2.623, 2.368, -4.532)
O (-2.422, 1.565, -5.439)
N (-2.162, 2.170, -3.265)
N (-3.322, 3.519, -4.712)
H (-2.308, 2.809, -2.506)
H (-1.639, 1.334, -3.100)
H (-3.677, 3.699, -5.629)
H (-3.498, 4.185, -3.988)
C (-4.035, -0.823, 3.763)
O (-3.720, -0.662, 2.593)
N (-3.305, -1.593, 4.616)
N (-5.142, -0.247, 4.309)
H (-3.543, -1.739, 5.578)
H (-2.481, -2.033, 4.246)
H (-5.703, 0.327, 3.706)
H (-5.419, -0.365, 5.264)
C (-5.393, 6.280, -5.434)
O (-4.797, 5.584, -4.623)
N (-6.751, 6.306, -5.516)
N (-4.745, 7.083, -6.321)
H (-7.259, 6.867, -6.172)
H (-7.259, 5.723, -4.876)
H (-3.742, 7.087, -6.287)
H (-5.211, 7.661, -6.994)
C (-1.567, -7.509, 0.027)
O (-0.795, -7.430, 0.975)
N (-2.828, -6.998, 0.068)
N (-1.227, -8.112, -1.143)
H (-3.477, -7.050, -0.695)
H (-3.112, -6.546, 0.918)
H (-0.304, -8.500, -1.208)
H (-1.842, -8.188, -1.931)
C (0.751, -5.268, 4.532)
O (1.258, -4.262, 5.011)
N (0.306, -6.301, 5.305)
N (0.586, -5.445, 3.194)
H (-0.112, -7.133, 4.935)
H (0.411, -6.207, 6.298)
H (0.901, -4.706, 2.590)
H (0.171, -6.265, 2.785)
C (4.733, -1.209, 4.678)
O (4.506, -2.164, 3.950)
N (5.681, -0.286, 4.373)
N (4.057, -0.998, 5.838)
H (5.895, 0.509, 4.943)
H (6.194, -0.420, 3.519)
H (3.349, -1.667, 6.084)
H (4.227, -0.222, 6.448)
C (-4.832, -3.355, -1.982)
O (-5.806, -3.920, -1.501)
N (-4.925, -2.522, -3.056)
N (-3.575, -3.510, -1.484)
H (-4.140, -2.049, -3.465)
H (-5.836, -2.383, -3.450)
H (-3.470, -4.114, -0.691)
H (-2.763, -3.058, -1.863)
C (-1.966, 6.557, 1.293)
O (-1.353, 5.880, 2.109)
N (-3.329, 6.560, 1.226)
N (-1.342, 7.359, 0.390)
H (-3.853, 7.104, 0.568)
H (-3.821, 5.978, 1.878)
H (-0.328, 7.381, 0.409)
H (-1.827, 7.919, -0.284)
C (8.332, -1.245, 1.131)
O (8.945, -1.922, 1.943)
N (6.972, -1.205, 1.086)
N (8.961, -0.473, 0.199)
H (6.450, -0.656, 0.427)
H (6.472, -1.766, 1.756)
H (9.964, -0.478, 0.202)
H (8.479, 0.089, -0.476)

## Properties
strongest force on any atom	0.052	hartree/bohr
HOMO	-7.19	eV
Kohn-Sham gap	7.591	eV
E	-3512.35103	Eh
spin multiplicity	1



C5H7NO | ωB97M-V/def2-TZVPD

Atoms and positions in Å:
C (0.116, -1.389, 1.058)
C (0.479, 0.083, 0.873)
C (0.149, 0.597, -0.513)
C (0.817, -0.100, -1.615)
N (1.340, -0.680, -2.468)
C (-1.132, 1.255, -0.811)
O (0.067, 2.002, -0.673)
H (-0.955, -1.558, 0.900)
H (0.365, -1.717, 2.071)
H (0.666, -2.024, 0.355)
H (-0.067, 0.714, 1.584)
H (1.547, 0.241, 1.058)
H (-1.542, 1.208, -1.818)
H (-1.852, 1.369, -0.001)

## Properties
strongest force on any atom	0.022	hartree/bohr
HOMO	-11.14	eV
Kohn-Sham gap	11.957	eV
SMILES	CC[C@@]1(C#N)CO1
E	-324.66248	Eh
spin multiplicity	1



C4H36O15 | ωB97M-V/def2-TZVPD

Atoms and positions in Å:
C (-2.233, -1.736, 2.976)
C (-0.161, -0.022, 0.113)
O (0.716, -0.663, -0.847)
C (-0.801, -0.925, 1.120)
C (-1.882, -0.757, 1.859)
H (-3.000, -1.280, 3.614)
H (-2.580, -2.691, 2.625)
H (-1.378, -1.645, 3.635)
H (0.426, 0.848, 0.438)
H (-0.918, 0.374, -0.586)
H (1.523, -1.092, -0.492)
H (-0.163, -1.804, 1.170)
H (-2.484, 0.142, 1.882)
H (-2.261, -1.759, -1.889)
H (-2.320, -2.148, -0.346)
O (-2.843, -1.952, -1.121)
H (3.206, 0.409, 1.039)
H (4.625, -0.269, 0.905)
O (3.798, -0.276, 1.397)
H (2.378, 1.238, -1.791)
H (2.932, 0.369, -2.963)
O (2.689, 1.260, -2.699)
H (-3.128, 2.121, 1.795)
H (-2.879, 1.928, 0.353)
O (-2.679, 2.563, 1.057)
H (1.315, 1.344, 2.085)
H (0.582, 2.452, 2.776)
O (0.691, 1.494, 2.789)
H (-3.182, 1.996, -2.441)
H (-1.564, 1.938, -2.997)
O (-2.505, 1.792, -3.081)
H (-3.248, -0.104, -0.961)
H (-4.689, 0.577, -1.303)
O (-3.799, 0.696, -0.985)
H (1.384, -1.490, 2.382)
H (2.801, -1.191, 2.685)
O (2.126, -1.884, 2.855)
H (2.429, -2.589, 1.152)
H (2.919, -3.403, -0.153)
O (2.564, -2.562, 0.178)
H (0.198, -4.181, 0.187)
H (1.652, -4.537, 0.693)
O (0.797, -4.887, 0.442)
H (-0.661, -0.824, -2.974)
H (-1.994, 0.000, -3.079)
O (-1.589, -0.878, -3.219)
H (2.041, 1.983, 0.068)
H (3.536, 2.577, -0.298)
O (3.000, 1.956, 0.196)
H (-0.613, 2.715, 0.485)
H (0.619, 3.447, -0.088)
O (0.271, 3.037, 0.725)
H (1.187, 3.223, -3.013)
H (0.454, 1.874, -2.500)
O (0.493, 2.831, -2.491)

## Properties
strongest force on any atom	0.050	hartree/bohr
HOMO	-9.96	eV
Kohn-Sham gap	9.825	eV
E	-1302.53017	Eh
spin multiplicity	1